1.
Computed, not measured: an isolated molecule of C3H6N2O2 at a distorted geometry, with wB97M-V/def2-TZVPD.

```
13
Properties=species:S:1:pos:R:3:forces:R:3
N 0.77616 0.06414 1.90518 -0.19 -0.54 0.03
C 0.17860 -0.03489 0.67593 -0.21 -0.05 0.20
O 1.11600 -0.06024 -0.31289 -0.02 0.31 0.00
C -1.21565 0.28626 0.50540 0.00 0.59 0.20
O -0.98704 -1.05493 0.15109 0.64 -0.36 0.81
C 0.58281 -0.37704 -1.55270 0.10 0.36 -0.37
N 0.31530 0.58102 -2.31751 0.01 -0.35 0.04
H 1.77371 -0.04352 2.01488 -0.31 -0.23 -0.20
H 0.26387 0.47732 2.66702 0.11 -0.06 -0.25
H -1.51525 1.02118 -0.24100 -0.15 -0.25 -0.23
H -1.76751 0.35415 1.44717 -0.06 0.38 -0.10
H 0.50139 -1.45094 -1.73040 0.08 0.27 -0.04
H -0.02240 0.23748 -3.21217 0.00 -0.06 -0.07
```
Forces are in eV/Å.

Properties
Energy above the lowest of the compared OMol25 structures with the same formula, charge and spin ... 85.9 kcal/mol
2S+1 ... 1
Gap between HOMO and LUMO ... 10.28 eV
LUMO level ... 0.96 eV

---

2.
Computed, not measured: an isolated molecule of C17H22ClNO4, with wB97M-V/def2-TZVPD.

```
45
Properties=species:S:1:pos:R:3:forces:R:3
C -1.80445 3.32817 4.92341 0.31 -0.19 -0.29
C -0.91584 3.30102 3.69496 -0.21 0.48 -0.07
H -0.16240 4.09577 3.72801 -0.11 -0.11 -0.06
H -1.49869 3.42473 2.77547 0.13 0.01 0.12
O -0.24704 2.03722 3.64998 -0.17 -0.18 0.34
C 0.53051 1.80952 2.59200 0.32 -0.20 -0.08
O 0.69540 2.60494 1.70352 -0.02 0.13 -0.05
C 1.18624 0.43891 2.68338 0.10 -0.05 0.01
C 2.05649 0.16015 1.45617 -0.22 0.27 -0.03
H 2.72319 1.00389 1.27690 0.06 -0.04 0.00
H 2.65981 -0.73009 1.64477 0.03 -0.02 0.00
C 1.19519 -0.05937 0.20870 0.53 0.18 -0.05
N 0.23157 -1.11016 0.44553 -0.17 0.21 0.09
C 0.20473 -2.32944 -0.11868 0.10 -0.04 -0.32
O -0.55778 -3.20825 0.24614 -0.04 -0.36 0.01
C 1.18051 -2.60004 -1.27313 -0.02 -0.28 0.06
O 1.21681 -1.61366 -2.27962 0.02 0.11 -0.18
C 0.10827 -1.42162 -3.05848 -0.24 0.13 -0.26
C -1.07977 -2.12674 -2.92873 0.25 -0.06 0.18
C -2.14371 -1.86314 -3.77668 -0.02 0.18 -0.20
C -2.01375 -0.89274 -4.75061 0.07 -0.12 0.19
C -0.83253 -0.17892 -4.88484 -0.04 -0.13 0.11
C 0.23671 -0.43133 -4.04577 0.07 -0.12 0.17
C 1.51934 0.33094 -4.16338 -0.02 -0.06 0.04
H 1.51726 0.95649 -5.05123 0.02 0.06 -0.05
H 2.36080 -0.35758 -4.20889 0.11 0.04 -0.02
H 1.66006 0.96296 -3.28721 0.10 0.07 0.04
H -0.74749 0.57796 -5.64921 0.01 0.07 -0.08
Cl -3.33638 -0.55719 -5.81551 -0.18 0.05 -0.15
H -3.06503 -2.41336 -3.67270 -0.09 -0.04 -0.01
H -1.20118 -2.88069 -2.16857 0.01 -0.11 0.12
H 2.20107 -2.64813 -0.87922 -0.12 -0.02 -0.04
H 0.92320 -3.58199 -1.68870 -0.01 0.17 0.12
C -0.66380 -0.82160 1.54817 -0.22 -0.30 0.32
C 0.13054 -0.66258 2.84264 -0.10 0.12 -0.07
H -0.54262 -0.42043 3.66455 0.02 -0.07 0.02
H 0.63001 -1.60628 3.06999 -0.01 -0.02 0.02
H -1.37031 -1.64942 1.62859 0.04 0.20 -0.02
H -1.20906 0.10129 1.32221 -0.03 -0.02 -0.02
H 1.82632 -0.30128 -0.64282 -0.11 0.06 0.06
H 0.65298 0.86449 -0.01714 0.08 -0.09 -0.08
H 1.81119 0.46180 3.58336 -0.06 0.03 -0.04
H -2.31768 4.28343 4.98056 -0.06 0.09 0.02
H -1.20715 3.19096 5.82063 0.01 0.02 0.13
H -2.54152 2.53138 4.87147 -0.11 -0.05 0.03
```
Forces are in eV/Å.

Properties
Energy above the lowest of the compared OMol25 structures with the same formula, charge and spin ... 10.4 kcal/mol
2S+1 ... 1
Gap between HOMO and LUMO ... 9.02 eV
LUMO level ... 0.65 eV

---

3.
Computed, not measured: a cluster of 2 separate species, C5H15NP in total at a distorted geometry, with wB97M-V/def2-TZVPD.

```
22
Properties=species:S:1:pos:R:3:forces:R:3
C 2.57176 1.29121 0.45918 -0.83 -1.52 -1.18
C -2.41524 0.87318 0.43686 -2.07 2.14 1.98
C -0.90516 -1.54289 -1.51576 0.99 0.44 -2.09
C 2.49110 -0.06205 -0.15444 -2.74 0.46 -1.88
C -1.00816 0.98288 0.05451 3.35 1.32 -0.36
N -0.40734 -1.60798 1.06902 -1.13 -2.93 -2.42
P -0.11349 -0.59854 -0.23075 2.01 0.93 0.50
H 3.56650 1.57594 0.55150 2.20 0.36 0.29
H 2.15771 2.00584 -0.20124 -0.68 0.89 -0.53
H 2.13145 1.29302 1.40219 -0.76 0.31 1.65
H -2.64020 1.86402 1.04057 0.07 -2.03 -1.10
H -3.02721 0.95720 -0.46683 -0.29 -0.60 0.45
H -2.64305 0.02873 1.12572 -0.05 0.51 -0.76
H -0.21873 -2.31541 -1.93037 -0.59 0.07 0.82
H -1.07779 -0.94113 -2.44588 -0.27 -0.18 1.04
H -1.81439 -1.90446 -1.06322 -0.42 -0.41 -0.29
H 2.42399 -0.91407 0.52267 0.91 -0.13 -0.75
H 2.70882 -0.03755 -1.29410 -0.13 -0.97 2.28
H -0.37361 1.59576 0.85719 -1.13 -1.34 -1.79
H -0.92598 1.52924 -0.95191 0.25 -0.54 1.45
H -0.53644 -2.68820 0.83871 0.54 3.28 0.96
H 0.05547 -1.38477 1.89637 0.76 -0.07 1.71
```
Forces are in eV/Å.

Properties
Energy above the lowest of the compared OMol25 structures with the same formula, charge and spin ... 34.9 kcal/mol
2S+1 ... 1
Gap between HOMO and LUMO ... 8.50 eV
LUMO level ... -4.45 eV
Net charge ... +1

---

4.
Computed, not measured: a cluster of 4 separate species, C13H35NO11PS3 in total, with wB97M-V/def2-TZVPD.

```
64
Properties=species:S:1:pos:R:3:forces:R:3
N 5.22709 3.66279 -0.83687 -0.10 -0.33 0.05
C 4.62052 2.79541 -1.54194 0.18 0.28 0.20
C 3.57398 1.89965 -0.94418 0.33 0.14 0.17
C 2.23329 2.62555 -0.80006 -0.17 -0.48 -0.09
C 1.01893 1.72628 -0.97622 0.29 -0.01 -0.51
O -0.07545 2.58028 -0.98764 -0.24 -0.06 0.44
P 0.35815 4.16899 -1.68352 -0.10 0.73 0.01
O 2.05512 3.57249 -1.80263 -0.09 0.24 0.04
H 5.86978 4.19521 -1.41555 0.07 0.06 -0.08
H 4.85818 2.68386 -2.60161 -0.23 -0.02 -0.15
H 3.95405 1.61323 0.03692 -0.14 -0.08 0.13
H 3.45979 0.98718 -1.52990 -0.03 -0.01 -0.23
H 2.15478 3.05284 0.20747 0.22 0.33 0.03
H 1.16111 1.26141 -1.96759 -0.09 -0.24 -0.04
H 0.93912 0.91976 -0.24239 -0.14 0.02 0.30
H -0.99143 4.65598 -1.44518 -0.04 -0.18 -0.22
H 0.72070 4.70152 -0.38006 0.07 -0.26 0.06
H 0.76170 5.42573 -2.29778 -0.09 -0.09 0.03
H -0.00422 3.62562 -2.96357 0.21 -0.10 -0.04
O 0.08236 3.44889 -5.77773 0.17 0.20 0.01
S -0.18136 3.12952 -7.13841 -0.20 -0.22 -0.03
O 0.31715 3.95840 -8.19579 0.06 0.02 -0.02
O -1.75739 2.95200 -7.31784 0.04 -0.04 -0.20
C -2.58773 4.00383 -6.78194 -0.26 0.29 0.24
C -2.60213 5.24155 -7.65677 0.15 -0.05 -0.08
C 0.26593 1.45869 -7.46366 -0.01 -0.06 -0.02
H -2.26426 4.23299 -5.76537 0.09 -0.04 -0.03
H -3.58239 3.56614 -6.72240 0.04 -0.12 -0.05
H -1.62903 5.72923 -7.66918 0.01 0.00 0.03
H -3.33698 5.95135 -7.27558 -0.03 -0.03 0.03
H -2.85851 4.98238 -8.68456 -0.05 0.00 0.01
H -0.14614 0.83073 -6.67924 0.00 0.01 0.02
H 1.35236 1.42018 -7.45190 0.02 0.03 0.02
H -0.11388 1.17543 -8.44156 0.00 0.02 -0.01
O 0.59840 -2.35585 0.40635 0.17 -0.02 -0.06
S 0.19543 -1.98755 1.72714 -0.22 -0.05 0.08
O 0.96080 -1.04788 2.48291 0.13 0.05 -0.02
O 0.01658 -3.31715 2.58974 -0.21 -0.03 0.03
C 1.10894 -4.25338 2.62082 0.44 -0.29 0.17
C 2.23136 -3.78977 3.52945 0.01 0.18 -0.06
C -1.48970 -1.48868 1.72155 -0.04 0.03 -0.04
H 1.47247 -4.44505 1.60989 -0.11 0.16 -0.06
H 0.68354 -5.17828 3.00493 -0.21 0.09 0.00
H 2.72337 -2.90232 3.13436 0.00 0.00 -0.02
H 2.97597 -4.58030 3.63038 -0.04 -0.05 0.00
H 1.84148 -3.54198 4.51670 -0.01 -0.07 0.03
H -2.07280 -2.22599 1.17777 0.01 -0.01 0.00
H -1.52392 -0.52264 1.22014 0.04 0.01 -0.02
H -1.82952 -1.39532 2.74921 0.02 0.01 0.01
O -0.81166 -5.63256 5.47593 0.04 -0.02 -0.23
S -2.10711 -5.40497 6.03994 0.00 0.02 0.32
O -3.21338 -5.07597 5.19832 0.00 -0.05 -0.17
O -1.97146 -4.31647 7.18564 -0.07 -0.05 0.01
C -1.31135 -3.07374 6.83230 0.21 0.40 -0.11
C -2.19142 -2.15355 6.01299 -0.11 -0.14 -0.07
C -2.55044 -6.76704 7.06163 0.00 0.00 0.07
H -0.37848 -3.29933 6.31432 -0.04 -0.10 -0.02
H -1.05954 -2.61735 7.78685 -0.06 -0.11 0.08
H -2.39231 -2.57169 5.02773 0.03 -0.01 0.00
H -1.69408 -1.19236 5.88334 0.04 0.00 0.04
H -3.14829 -1.99424 6.50977 0.02 0.04 0.03
H -1.71946 -6.99595 7.72226 0.01 0.01 0.00
H -2.75491 -7.60325 6.39748 0.01 0.01 -0.04
H -3.44173 -6.50446 7.62438 -0.02 0.01 -0.01
```
Forces are in eV/Å.

Properties
2S+1 ... 1
Gap between HOMO and LUMO ... 5.07 eV
LUMO level ... 1.51 eV
Net charge ... -1

---

Question: The highest gap between HOMO and LUMO belongs to which entry?
Answer: C3H6N2O2